Molecular formula: C4H7NO2
Method: DFT, ωB97M-V with the def2-TZVPD basis set

## Properties
Energy relative to the best compared isomer or geometry (same formula, charge and spin) (kJ/mol): 289.3
SMILES: O=C1CN2C[C@@H]12.O
Total energy (eV): -9844.28151
Spin multiplicity: 1
Frontier orbital gap (eV): 10.817

Element x y z (Å)
H  1.3205  0.4754  -1.7627
N  -0.3445  0.3604  -0.7464
H  2.4089  -0.5439  -1.5062
O  2.2885  0.3953  -1.6902
H  -1.2072  1.5288  0.8922
C  -0.2903  1.2885  0.3571
H  -2.3242  -0.2333  -0.0435
C  0.4405  0.0086  0.5318
H  0.3693  2.1338  0.1618
C  -1.3833  -0.6635  -0.4000
H  1.5238  -0.0034  0.5548
O  -0.1943  -2.3030  1.0782
H  -1.5668  -1.3669  -1.2139
C  -0.4173  -1.2016  0.6529

Force components x, y, z for each atom (eV/Å):
H 0.2 0.0 0.0
N 0.0 0.1 -0.2
H 0.2 0.1 -0.1
O 0.0 -0.1 -0.2
H 0.1 -0.2 0.0
C -0.1 0.2 0.1
H 0.1 0.0 -0.1
C 0.3 -0.1 0.1
H -0.2 -0.1 0.1
C -0.2 -0.1 0.0
H -0.1 0.0 0.0
O -0.2 0.5 0.0
H 0.0 0.1 0.1
C 0.0 -0.3 0.2